No. 1
DFT (wB97M-V/def2-TZVPD) results for a single C5H7N molecule.

```
13
Properties=species:S:1:pos:R:3:forces:R:3:nbo_charge:R:1
C 1.8469 -0.1975 0.3038 0.0 0.0 0.0 -0.59
C 0.4346 -0.1933 -0.2706 0.0 -0.1 0.0 -0.40
C -0.4703 -1.3956 -0.0564 -0.2 0.5 0.0 0.10
N -1.6655 -0.8119 0.0301 0.1 -0.2 0.0 -0.58
C -1.6764 0.6142 0.0429 0.2 0.1 -0.1 -0.07
C -0.4186 1.0364 -0.0864 -0.2 -0.1 -0.1 -0.22
H 1.8562 -0.0471 1.3879 -0.1 0.0 -0.2 0.21
H 2.3336 -1.1524 0.0845 -0.1 0.1 0.1 0.23
H 2.4350 0.6054 -0.1562 -0.1 -0.1 0.1 0.21
H 0.5355 -0.3318 -1.3683 0.0 0.1 0.0 0.27
H -2.5201 -1.3506 0.0776 0.1 0.1 0.1 0.40
H -2.6110 1.1582 0.1201 0.2 -0.1 0.0 0.22
H -0.0800 2.0660 -0.1091 -0.1 -0.2 0.0 0.22
```
Forces are in eV/Å.

Calculated values
Calculated total energy = -249.3876 a.u.
Highest occupied orbital energy = -0.308 Ha
Net charge = 0

No. 2
DFT (wB97M-V/def2-TZVPD) results for a molecular structure, C44H78F30N9O23S10 in a non-equilibrium geometry.

```
194
Properties=species:S:1:pos:R:3:forces:R:3:mulliken_charge:R:1
C 1.3447 -2.3047 -0.8165 -0.2 1.3 0.0 -0.36
C 0.7104 -2.3913 0.6082 0.0 1.3 0.4 2.11
C 0.9056 -1.1594 1.5120 -1.3 -1.1 1.0 -0.58
C 0.4942 0.1126 0.8013 -0.5 -0.6 2.0 0.55
C -0.9908 0.0820 0.4877 -0.2 0.9 -1.1 0.25
C -1.6957 -1.1438 0.0036 1.1 -1.5 -0.7 1.66
N -0.7983 -2.3284 0.3639 -1.5 -8.4 -3.2 1.75
O -1.2118 -3.5527 0.0719 0.7 7.2 1.7 -0.46
C -1.8094 -1.1867 -1.5247 -1.6 -1.0 0.0 -1.77
C -3.0868 -1.3848 0.5132 0.2 -0.7 0.6 -1.82
C 1.0485 -3.7140 1.2961 0.2 1.0 0.2 -1.85
H 1.0596 -3.1546 -1.4527 0.0 0.2 0.3 0.64
H 2.4224 -2.3301 -0.5852 -0.4 0.2 -0.4 -0.26
H 1.0655 -1.3222 -1.3498 0.6 -1.5 0.8 -0.68
H 1.8198 -1.1507 2.0995 0.4 0.1 -0.6 1.03
H 0.1575 -1.4082 2.3164 0.5 0.6 -0.5 -1.35
H 1.1833 0.3071 0.0286 0.5 0.4 -1.3 -0.15
H 0.5708 0.9154 1.5249 0.4 0.3 0.1 -0.04
H -1.2235 0.8367 -0.2642 -0.1 0.3 0.1 -0.18
H -1.5398 0.3383 1.3474 -0.3 0.8 1.5 -0.93
H -2.6378 -0.5293 -1.8270 0.5 0.2 0.3 0.21
H -2.2009 -2.1740 -1.8172 0.6 0.2 -0.1 0.82
H -0.9133 -0.9116 -2.0126 0.9 0.2 -0.6 -0.20
H -3.5867 -0.4379 0.3833 -0.5 0.1 -0.6 0.83
H -3.0993 -1.5443 1.5739 0.3 -0.3 0.7 -0.19
H -3.5829 -2.2481 0.0170 0.5 1.0 0.4 0.72
H 0.5436 -3.7958 2.2718 0.4 0.2 -0.3 -0.08
H 2.1512 -3.7444 1.4013 -0.8 -0.1 0.0 0.19
H 0.6348 -4.4579 0.6553 0.4 -1.0 -0.2 0.92
C -6.0263 -1.6230 1.6315 0.6 0.7 0.6 -0.89
C -6.1067 -0.3783 2.5420 -1.6 0.0 -0.7 -1.22
C -4.8294 0.1104 3.1305 0.6 0.8 1.3 1.21
N -5.0246 0.8852 4.5487 0.7 -2.7 0.0 0.56
C -3.7733 1.6793 4.8312 -0.3 0.6 -1.6 -0.32
C -3.6891 2.9248 3.9015 0.2 -1.2 0.8 0.20
C -4.9373 3.7417 3.9016 -1.8 0.1 1.4 -1.26
C -6.2003 2.8455 3.6321 1.2 1.4 -0.1 -0.31
C -6.2405 1.7040 4.6523 -0.1 0.8 -1.1 -0.83
C -5.0743 -0.2967 5.5402 1.3 2.4 0.9 -0.99
H -7.0042 -1.8931 1.2419 -0.1 0.3 -0.2 0.50
H -5.7297 -2.4625 2.2499 0.5 -0.3 -0.1 0.41
H -5.3203 -1.4152 0.8218 -0.7 -0.5 0.3 -0.20
H -6.8473 -0.6082 3.3074 0.1 -0.1 0.4 0.45
H -6.5797 0.4150 1.9671 0.0 0.2 -0.1 0.26
H -4.2469 0.8004 2.5069 -0.3 -0.3 0.1 0.35
H -4.2078 -0.7346 3.4307 0.2 0.2 -0.1 -0.56
H -2.9922 0.9717 4.5825 0.4 0.2 0.3 -0.40
H -3.7178 2.0042 5.8692 -0.3 -0.4 0.1 0.65
H -3.4828 2.6489 2.8903 0.3 -0.4 -0.6 -0.29
H -2.8166 3.4533 4.2484 0.3 0.5 0.1 0.56
H -4.8816 4.5761 3.2162 0.0 0.0 -0.2 0.32
H -5.1156 4.1504 4.9180 0.3 0.1 -0.3 0.51
H -6.1219 2.5381 2.5806 -0.1 -0.6 0.3 0.04
H -7.1273 3.4441 3.6528 0.4 -0.2 0.4 0.56
H -7.0808 1.1216 4.3664 -0.7 -0.9 0.2 0.43
H -6.3610 2.0223 5.6942 0.2 0.1 -0.2 0.52
H -4.2060 -0.9317 5.4981 0.6 0.1 -0.4 0.25
H -5.8910 -0.8967 5.3719 -2.1 -1.1 -0.7 0.41
H -5.1290 0.1161 6.5529 -0.1 0.1 -0.2 0.41
C 4.4686 -6.3735 -2.6661 0.7 2.3 -2.0 -0.87
C 4.9335 -5.7265 -4.0280 -0.7 0.0 0.1 -0.53
N 5.0747 -4.1929 -4.0647 0.2 -0.6 0.4 0.35
C 6.2063 -3.8222 -3.1815 0.2 0.4 1.5 -0.56
C 5.4194 -3.8310 -5.4560 -1.3 0.4 -0.1 -0.45
C 4.2331 -3.9884 -6.4270 1.3 0.0 0.0 -1.48
C 3.8718 -3.4810 -3.5207 -0.2 0.1 1.1 -0.76
C 3.6408 -2.0353 -3.8838 -1.4 0.0 -0.1 0.36
O 4.7707 -1.2609 -3.8304 0.8 0.0 -0.2 -0.28
C 4.5406 0.1092 -4.1093 0.4 -0.3 -0.4 -0.04
H 4.7692 -7.3992 -2.7187 -0.3 -0.6 0.2 0.48
H 3.4336 -6.1538 -2.4378 -0.2 -0.5 0.0 0.26
H 5.0610 -5.8544 -1.9358 0.1 -0.3 0.7 -0.05
H 4.2954 -5.8824 -4.9042 0.0 -0.6 0.5 0.45
H 5.9373 -6.0762 -4.2768 -0.1 0.0 0.0 0.43
H 6.2753 -2.7342 -3.0686 0.0 -0.3 -0.4 0.16
H 7.1487 -4.2783 -3.4937 -0.3 0.0 -0.2 0.50
H 5.9266 -4.1667 -2.1720 0.4 0.0 -0.4 0.09
H 6.2432 -4.4494 -5.7132 0.6 -0.8 -0.3 0.74
H 5.8073 -2.8304 -5.4456 -0.1 0.6 0.1 0.44
H 4.7002 -4.4104 -7.3057 -0.5 -0.4 -0.4 0.36
H 3.8537 -3.0410 -6.7312 -0.3 0.8 -0.1 0.36
H 3.3954 -4.5775 -6.0716 0.1 -0.2 0.0 0.43
H 4.0542 -3.4755 -2.4516 0.0 -0.2 0.3 0.10
H 2.8952 -3.9682 -3.6324 0.6 -0.5 -0.5 0.32
H 3.0264 -1.7362 -3.0183 -0.6 0.2 -0.5 -0.55
H 3.0561 -1.9332 -4.8489 0.6 0.1 0.8 0.58
H 4.2753 0.1690 -5.1697 -0.2 0.4 0.0 0.31
H 5.5309 0.5318 -3.9648 -0.2 0.5 0.0 0.31
H 3.7710 0.5988 -3.4928 0.3 -0.4 0.0 -0.43
C 4.6146 2.9610 -1.9198 0.1 -0.3 0.6 -0.78
C 3.7229 4.1110 -2.3010 -1.3 -0.6 -0.2 -0.72
N 2.5829 4.5304 -1.4015 0.4 -1.2 0.1 0.92
C 3.2355 5.0147 -0.1687 0.8 0.4 -0.7 -0.81
C 1.8715 5.6566 -2.0220 -0.1 1.0 -0.9 -0.53
C 1.0233 6.4832 -1.0687 0.2 -0.7 -0.7 -1.43
C 1.7305 3.2884 -1.0458 0.3 1.3 1.2 1.40
C 0.9756 2.6046 -2.1360 1.1 -0.7 -1.1 -0.89
O 1.7280 1.4878 -2.7145 -0.5 0.3 0.6 0.36
C 0.8975 0.8085 -3.6498 -1.0 1.1 -0.4 -1.02
H 5.2930 2.9954 -2.7732 0.2 -0.7 0.0 0.51
H 4.1670 1.9484 -1.7426 0.3 1.1 -0.4 -0.21
H 5.2115 3.2361 -1.0497 0.0 -0.3 0.1 0.25
H 3.2754 3.9090 -3.2608 -0.2 0.0 -0.5 0.56
H 4.3294 4.9808 -2.3557 0.5 0.8 -0.3 0.65
H 3.8476 5.8895 -0.4832 -0.3 -0.5 0.4 0.43
H 3.8574 4.1934 0.1526 0.0 0.2 0.7 0.15
H 2.4869 5.3085 0.5322 -0.2 -0.1 0.6 0.14
H 1.2063 5.2776 -2.7796 -0.1 -0.3 -0.3 0.57
H 2.6608 6.2441 -2.5469 -0.6 -0.1 0.5 0.46
H 0.4188 7.1336 -1.6773 -0.1 0.4 -0.2 0.60
H 1.6192 7.0444 -0.3804 0.1 0.4 0.5 0.42
H 0.3135 5.8174 -0.5977 -0.1 0.1 0.4 0.08
H 1.0091 3.6227 -0.2835 0.2 0.2 -0.3 -0.60
H 2.4619 2.7227 -0.4676 -0.4 -0.7 -0.3 -0.26
H 0.6863 3.3046 -2.9324 0.0 -0.2 0.2 0.86
H 0.0705 2.2100 -1.7032 -0.4 -0.1 0.1 -0.54
H 0.8776 1.3900 -4.5860 0.2 -0.3 -0.1 0.43
H -0.1662 0.8130 -3.3384 0.4 -0.2 0.2 0.30
H 1.1958 -0.2194 -3.8450 0.4 0.1 0.2 0.03
C -1.0660 -4.7731 5.0274 0.7 1.4 0.4 0.46
F -1.7928 -5.8344 5.2724 -0.2 -0.4 0.5 -0.21
F -0.5859 -4.1976 6.1591 0.0 -1.0 0.0 -0.25
F -0.0163 -5.1812 4.2997 -0.5 0.6 0.0 -0.21
S -2.1746 -3.4305 4.3111 -2.7 -2.5 -0.9 1.06
O -1.8631 -3.5422 2.8942 0.1 0.9 0.6 -0.57
O -3.5189 -3.8856 4.7356 2.1 0.7 -0.7 -0.74
N -1.9702 -2.0830 5.0278 1.5 2.5 0.2 -0.59
S -0.7346 -1.0099 4.8733 -0.6 -0.9 0.5 1.19
O 0.5432 -1.5984 4.6963 0.7 -0.9 0.3 -0.62
O -1.0082 0.1328 4.0649 -1.0 0.1 -0.5 -0.22
C -0.7898 -0.2512 6.5729 -1.1 2.2 0.2 0.41
F -1.9381 0.5118 6.6712 0.1 -0.9 -0.2 -0.24
F -0.8237 -1.0637 7.6032 0.6 -0.5 0.0 -0.21
F 0.1678 0.6814 6.6982 0.3 -1.2 -0.1 -0.20
C 4.7247 3.3001 3.1632 0.7 -0.5 -0.1 0.42
F 5.3278 3.9938 2.1576 -0.1 0.0 0.8 -0.23
F 5.5953 2.3639 3.6024 -0.3 0.6 -0.4 -0.21
F 4.4301 4.0975 4.1688 0.3 0.4 0.0 -0.20
S 3.2221 2.5149 2.5124 -0.6 -2.6 0.9 0.76
O 3.6051 2.1876 1.1710 0.6 -0.4 -0.8 -0.75
O 2.9038 1.4541 3.4325 0.7 0.2 -0.2 -0.66
N 2.1342 3.5596 2.4437 -2.5 2.6 0.2 -0.29
S 1.0980 4.0271 3.6245 1.5 0.5 0.0 0.79
O 0.2754 2.9718 4.1525 0.2 0.5 -0.2 -0.38
O 1.8203 4.9264 4.5323 -1.6 -0.8 -1.1 -0.74
C -0.1513 5.0868 2.5462 0.8 -2.5 2.6 0.42
F -0.8817 4.3061 1.7863 -0.2 -0.5 -0.8 0.19
F -0.9433 5.6699 3.4163 -0.8 0.6 0.8 -0.23
F 0.4468 5.9828 1.8657 1.3 1.8 -1.7 -0.25
C 6.2650 -5.9819 1.0141 0.3 0.4 0.8 0.57
F 6.6690 -6.3860 -0.2013 0.2 0.9 0.3 -0.24
F 6.3254 -7.0561 1.7928 0.1 0.2 0.2 -0.22
F 7.0818 -5.0124 1.5448 -0.3 -1.2 -1.0 -0.23
S 4.5471 -5.3225 1.0177 -1.7 -1.5 -3.0 1.11
O 3.8916 -6.3342 0.1351 1.0 2.0 2.0 -0.67
O 4.1598 -5.2392 2.3879 0.2 0.4 0.0 -0.61
N 4.6339 -3.9832 0.1417 0.8 -0.9 0.2 -0.31
S 4.9062 -2.4465 0.4345 0.4 -1.8 1.9 1.09
O 5.1947 -1.7954 -0.7681 0.9 0.8 -3.2 -0.66
O 3.8931 -1.8484 1.2013 -1.4 0.5 1.6 -0.67
C 6.4676 -2.1516 1.4265 -1.0 1.3 -2.4 0.37
F 7.5574 -2.4764 0.6736 -0.5 -0.1 1.1 -0.22
F 6.4272 -0.8300 1.5705 0.6 0.8 -0.4 -0.15
F 6.4347 -2.6157 2.6143 0.7 -1.8 1.6 -0.15
C -3.1962 4.6006 -3.7470 0.6 -0.5 0.2 0.40
F -2.3006 5.3094 -4.4979 -0.9 -0.9 0.0 -0.22
F -4.2736 5.3451 -3.6200 -0.2 0.3 0.2 -0.23
F -3.5609 3.4478 -4.3470 0.7 1.1 0.1 -0.16
S -2.2830 4.1781 -2.1082 0.4 1.6 -1.6 1.07
O -2.3958 2.7647 -2.0467 0.6 -1.1 0.2 -0.37
O -1.0127 4.8457 -2.3571 -0.3 -0.9 0.3 -0.59
N -2.9201 4.9294 -0.9176 -0.7 0.9 1.7 -0.50
S -4.2638 4.3831 -0.2617 0.5 0.2 0.6 0.75
O -5.0578 3.8306 -1.2934 -1.4 -1.0 -0.4 -0.67
O -4.1104 3.7255 1.0147 0.3 0.0 -0.7 -0.22
C -5.2135 5.8986 0.2571 0.7 1.4 0.4 0.28
F -4.4640 6.8623 0.8559 0.1 -0.8 -0.1 -0.25
F -5.7159 6.4652 -0.8291 -0.5 -0.1 -0.1 -0.20
F -6.1916 5.6147 1.1418 0.3 -0.3 -0.8 -0.20
C -4.6361 -1.4610 -6.0742 -1.4 -1.7 -2.6 0.38
F -4.9559 -2.7882 -6.2262 0.3 0.7 0.0 -0.24
F -3.6273 -1.2311 -6.9731 -0.9 0.2 1.4 -0.21
F -5.7588 -0.8107 -6.5099 1.5 0.0 0.6 -0.23
S -4.2296 -1.2419 -4.3184 5.0 1.2 -0.7 1.09
O -3.6355 -2.4842 -3.9056 0.1 0.0 -0.2 -0.62
O -3.3628 -0.0695 -4.3302 -0.4 -0.9 0.0 -0.47
N -5.5768 -0.9418 -3.7864 -4.8 0.5 3.9 -0.46
S -6.0971 -1.2990 -2.2670 0.5 0.1 0.4 1.00
O -5.0754 -1.6670 -1.2964 -0.4 0.8 -1.5 -0.48
O -7.1716 -0.4411 -1.8109 1.3 -0.5 -0.9 -0.73
C -6.8774 -2.9101 -2.5807 -0.8 -0.8 1.1 0.57
F -8.0316 -2.5584 -3.1351 -0.4 -1.0 -0.8 -0.21
F -6.1006 -3.6498 -3.3453 -0.4 -0.1 -0.5 -0.19
F -7.1881 -3.7133 -1.4921 0.5 1.4 -0.8 -0.24
```
Forces are in eV/Å.

Calculated values
Calculated total energy = -10924.2123 a.u.
Highest occupied orbital energy = -0.279 Ha
Net charge = -1

What did we get for relative energy (zero: lowest compared OMol25 entry of this formula, charge and spin)? Answer: 224.88 0.00 kJ/mol, in the order shown.
What did we get for molar mass? Answer: 81.1 1991.8 g/mol, in the order shown.
What did we get for frontier orbital gap? Answer: 9.4 6.8 eV, in the order shown.